{
  "formula": "C41H41Cl76N4O6P3Si",
  "method": "wB97M-V/def2-TZVPD",
  "energy_ev": -1048852.6797,
  "charge": 0,
  "e_homo_ev": -8.086,
  "elements": ["Cl", "Cl", "Cl", "H", "Cl", "Cl", "H", "H", "O", "C", "Cl", "Cl", "P", "Cl", "Cl", "Cl", "H", "Cl", "C", "Cl", "Cl", "H", "Cl", "Cl", "H", "C", "C", "Cl", "Cl", "C", "H", "P", "Cl", "Cl", "Cl", "Cl", "C", "C", "Cl", "H", "C", "H", "Cl", "Cl", "Cl", "H", "H", "Cl", "Cl", "O", "Cl", "Cl", "Cl", "Cl", "C", "Cl", "C", "H", "C", "Cl", "Cl", "N", "C", "Cl", "C", "Cl", "Cl", "Cl", "H", "Cl", "H", "C", "Cl", "H", "N", "C", "H", "C", "C", "C", "Cl", "C", "Cl", "Cl", "H", "H", "H", "C", "Si", "H", "C", "H", "Cl", "C", "O", "O", "C", "H", "Cl", "H", "Cl", "C", "C", "H", "H", "C", "Cl", "Cl", "H", "Cl", "Cl", "C", "O", "H", "Cl", "C", "H", "Cl", "H", "C", "Cl", "H", "Cl", "H", "Cl", "Cl", "Cl", "H", "N", "Cl", "C", "C", "Cl", "C", "C", "Cl", "H", "Cl", "C", "Cl", "H", "C", "H", "Cl", "Cl", "Cl", "P", "H", "Cl", "C", "Cl", "H", "N", "H", "H", "Cl", "Cl", "C", "Cl", "C", "Cl", "Cl", "Cl", "C", "H", "Cl", "O", "C", "Cl", "H", "Cl", "C"],
  "positions_angstrom": [[-1.922185, 7.076373, -16.423022], [-6.700814, 8.598913, -4.945501], [-9.302352, 7.301203, -5.061656], [5.164394, -2.511796, -3.580261], [-0.138749, 5.136366, -15.189750], [1.763952, -9.675603, 5.384858], [-3.356129, 1.671875, 5.372167], [-1.233294, -3.710140, 4.187775], [2.613199, -0.063355, -3.432574], [-8.427695, 8.762503, -4.538179], [-1.212134, 1.007815, 18.825029], [-5.427351, 0.529143, -1.897580], [1.860306, -6.313865, 1.238109], [7.203186, 3.890291, -7.960239], [-6.636676, 5.367363, 7.133208], [-6.217557, 2.493555, 7.308600], [1.569476, 5.418244, 0.736236], [5.932599, -9.967683, 0.136071], [1.625055, -4.409988, 0.893188], [6.138232, 3.644545, -5.263676], [-0.559563, 0.309195, -5.528038], [-0.937348, 2.946364, 1.427966], [-4.197790, 4.323131, 8.327630], [-2.032665, 2.701468, -6.284495], [1.021156, -6.607905, 2.407734], [0.935359, 0.070834, -0.014427], [-1.570244, 9.114922, -12.106373], [5.731893, 3.313207, -0.468528], [-1.645328, 0.769714, 15.957766], [0.745377, 5.012349, 1.489630], [2.782565, 0.333690, -6.346616], [0.305251, -1.726961, 4.800435], [-2.407789, 4.228558, -16.768526], [-5.712108, 7.180127, -1.879390], [-5.511250, 10.066396, -2.186530], [-0.586334, 1.898102, -13.555105], [-1.524368, 6.407498, -4.483401], [0.997267, -2.150346, 1.727685], [-3.110569, 8.477836, -1.763234], [2.434623, -4.248237, -4.522667], [1.158618, 0.665242, -1.527867], [-5.288792, -2.366309, 4.676971], [-8.606041, 8.962369, -2.776726], [-1.226976, 2.303320, -3.517264], [4.973851, -12.087583, -2.916214], [-2.351178, -1.519603, 3.450959], [5.652980, -2.003977, -5.331455], [3.427792, 2.040316, 0.771164], [-7.581164, -1.594948, 13.620435], [-0.240452, 1.286187, 3.805071], [-2.554436, 0.354700, 12.854576], [3.041665, -2.420384, -7.891601], [7.311103, 1.330650, -6.581188], [-2.717287, 5.277569, -3.794436], [4.757617, -1.990744, -4.548428], [9.010906, 3.525347, -5.709864], [0.527869, -1.155142, 2.979309], [0.565470, -4.237201, 4.728662], [6.409114, -11.944052, -3.962259], [-2.017723, 8.675519, -13.774049], [1.258231, -0.480378, -9.124874], [1.673647, -2.336540, -0.974347], [5.549210, 0.916580, -3.367202], [5.390820, -7.122018, -0.137117], [-4.171158, -2.568819, 4.358846], [0.361809, -3.271512, 8.322461], [-3.231901, -0.821761, 17.805998], [-0.298068, 6.800173, -3.251959], [5.970479, 0.357458, -2.429931], [-4.630984, 4.085031, 5.460367], [0.710440, -4.828272, -3.931596], [-0.346352, -3.520999, 4.929497], [-5.161944, -0.072343, 14.162912], [-3.172112, -3.766588, 2.555726], [1.115094, 3.561530, 1.837275], [-0.761171, 2.052196, -5.218567], [-3.955932, -0.525143, 3.361091], [1.614565, -8.213533, 6.392082], [-2.437936, 0.941204, 5.174996], [-1.119174, 0.498231, 11.808532], [0.772626, -3.328192, -9.470376], [-5.420762, 4.067253, 7.057465], [1.443929, -6.784070, 5.342326], [1.534541, 1.473333, -11.609080], [-4.835030, -4.475843, 3.091754], [1.372683, -3.064361, -3.502664], [-4.731355, -2.805436, 2.099207], [-5.214672, -0.263431, -0.316106], [4.172603, -0.147961, -4.238460], [0.886495, 3.471355, 2.858979], [7.415864, 3.097716, -6.378765], [4.580135, 0.016992, -6.828709], [-2.844878, 5.474893, -14.175925], [-0.171443, -4.359665, 9.628737], [1.943103, -1.647585, 5.486415], [4.231568, -4.793863, -2.080499], [-4.837449, 8.641428, -1.355911], [-1.668340, 1.191767, 6.052900], [-0.969787, -0.963840, 10.801307], [0.851283, 1.784605, -1.672381], [-5.015796, 8.841293, 0.405541], [2.715156, 0.535303, -2.083474], [5.794416, -8.617210, -1.018015], [4.091597, 1.753483, -6.076863], [3.872943, -2.599062, -5.061579], [3.905582, 0.596953, -6.035387], [0.179303, -8.357064, 7.438126], [-3.021056, 9.077869, -11.072815], [2.499875, -2.214142, 4.876702], [0.774584, 2.894801, -5.544548], [0.599915, -5.952944, 9.426443], [-4.256600, -3.465524, 2.951863], [1.292443, -7.227284, 0.073811], [0.749969, 5.612964, 2.515637], [0.337306, 0.674299, 12.819533], [-6.388244, -0.465018, 12.931470], [3.290586, -0.233081, -1.406103], [-7.212786, 1.028311, 12.417105], [5.067171, 1.961631, -3.063510], [-3.304205, -1.177769, 4.085199], [-3.651020, 2.052046, 17.630607], [-3.612761, -4.405117, 5.000125], [-6.492304, 0.283398, 0.798983], [3.156747, 1.620593, -2.066171], [0.294884, -3.669756, 11.203867], [-5.597022, -1.221059, 11.525355], [5.970000, 0.631774, 0.635453], [-0.348550, 5.092432, 1.065360], [-2.827805, -0.483794, 5.318495], [-5.319433, -2.030496, -0.518529], [-2.435107, 0.751936, 17.554864], [1.209422, -1.561651, 0.226956], [1.535801, -0.013624, -14.109918], [-1.736426, 1.423691, 3.789087], [-1.828402, 5.479036, -15.639328], [0.335537, -2.081857, -6.877776], [3.212687, -6.639518, 1.641507], [-9.101495, 10.187472, -5.368797], [1.352013, -2.077714, -8.341179], [-0.733145, 5.651458, -5.889516], [-2.187802, 1.001315, 2.797028], [1.674955, -4.203413, -3.615342], [0.464743, 0.014657, -2.244630], [-0.453807, -0.600203, -12.069679], [-2.348908, 7.900828, -4.997765], [-0.370336, 7.952301, -11.487501], [2.465911, -4.943836, -2.022599], [-2.240704, -1.056609, 5.953877], [7.344063, -8.404066, -1.871021], [5.198642, 2.225053, 0.837747], [3.071045, -8.037465, 7.403083], [-1.906157, 2.605871, 3.727101], [1.207275, -3.594494, 2.083318], [6.392333, 1.098749, -4.163063], [-0.722309, -3.667511, 6.050167], [-0.871777, 10.754037, -12.091159], [6.238478, -10.514589, -5.012015], [0.219172, 0.460913, 2.675756], [5.664968, 2.914962, 2.412877], [0.426570, 1.101405, 1.156063], [-1.289810, 1.927693, 10.758775], [-1.942292, -4.544403, 9.562154], [6.558500, -13.406123, -4.969484], [1.869026, -3.774523, -0.582874], [0.165593, 3.119519, -0.092563], [-3.619630, 0.164200, 0.352796], [-3.555032, -3.457663, 5.367194], [0.507570, 0.689389, -12.835954], [4.510189, -8.975172, -2.200003], [4.590202, -5.382872, -1.326203], [7.865594, -11.767984, -2.951258], [0.142751, 2.706407, 1.002077]],
  "forces_ev_per_a": [[0.00, -0.47, -0.10], [-0.51, -0.02, -0.14], [0.22, 0.34, 0.13], [-1.05, 0.74, -1.84], [-0.43, 0.13, -0.11], [-0.03, 0.37, 0.22], [1.76, -1.64, -0.70], [1.85, 0.43, 1.39], [2.38, 1.10, 0.77], [0.02, 0.00, 0.03], [-0.30, -0.06, -0.28], [0.08, -0.20, 0.40], [-3.15, -2.22, -3.07], [0.04, -0.21, 0.39], [0.31, -0.31, -0.03], [0.24, 0.39, -0.08], [-2.02, -0.62, 1.57], [-0.04, 0.42, -0.25], [-0.32, 3.93, 0.48], [0.35, 0.07, -0.36], [-0.10, 1.05, 0.22], [1.84, -0.85, -1.07], [-0.29, -0.07, -0.33], [0.19, -0.42, 0.19], [1.07, 0.87, -0.62], [-0.93, 1.19, 2.48], [-0.04, 0.05, -0.04], [-0.07, -0.19, 0.27], [-0.24, 0.00, 0.55], [0.44, 0.37, 0.76], [2.30, 0.82, 0.60], [0.46, 1.34, 0.57], [0.15, 0.31, 0.28], [0.31, 0.27, 0.21], [0.44, -0.21, 0.41], [0.29, -0.29, 0.19], [-0.08, -0.01, -0.14], [0.01, 0.39, -0.01], [-0.47, 0.06, 0.26], [-1.45, -0.10, 1.98], [-0.12, -0.87, -0.14], [2.28, -0.04, -0.47], [-0.22, -0.07, -0.50], [0.09, -0.14, -0.36], [0.42, -0.28, -0.34], [-1.89, 0.56, 0.91], [-1.82, 0.20, 1.59], [0.91, 0.05, 0.16], [0.31, 0.28, -0.15], [-0.35, -2.23, -3.27], [0.66, 0.06, -0.71], [-0.44, 0.02, -0.12], [0.14, 0.45, -0.09], [0.20, 0.49, -0.17], [0.36, -0.72, -0.45], [-0.41, -0.11, -0.15], [0.17, 2.12, -3.45], [-2.04, 1.10, 0.29], [-0.05, -0.01, 0.01], [0.23, 0.36, 0.67], [0.08, -0.57, 0.45], [-1.21, -2.94, 6.84], [-0.06, 0.35, 0.28], [0.22, -0.31, 0.19], [-0.52, -0.99, -1.38], [-0.01, -0.21, 0.50], [0.18, 0.38, -0.08], [-0.25, -0.10, -0.24], [-0.69, 1.28, -1.66], [-0.21, 0.09, 0.33], [2.23, 1.18, 1.05], [0.90, -1.01, 0.02], [-0.64, -0.14, 0.04], [-2.16, 0.78, 1.03], [-2.14, 0.77, -0.43], [-0.03, -0.08, 0.03], [1.17, -0.95, 1.71], [0.01, -0.12, 0.04], [0.76, 0.82, 0.85], [-0.12, -0.01, -0.13], [0.12, 0.30, 0.26], [-0.05, -0.04, 0.10], [0.02, -0.31, 0.30], [-0.20, 0.00, -0.42], [0.82, 2.11, -0.14], [0.63, -2.31, -0.18], [0.74, -1.50, 1.72], [-0.07, 0.01, -0.06], [-0.22, 0.04, -1.09], [0.13, -0.42, -1.46], [0.03, 0.04, -0.02], [-1.31, 1.47, 1.72], [0.22, -0.21, -0.39], [0.09, -0.03, 0.09], [-1.47, -1.86, -2.57], [-1.57, -0.12, 1.33], [0.02, 0.03, -0.02], [-1.57, -0.52, -1.99], [-0.23, 0.90, 0.31], [0.38, -2.25, 0.75], [0.02, -0.05, -0.40], [-1.37, -0.80, 0.72], [-0.10, -0.38, -0.47], [-0.44, -2.25, -0.09], [1.90, 1.16, 1.33], [-0.74, -0.55, -0.88], [0.34, -0.22, -0.49], [0.33, 0.00, -0.23], [-0.48, 0.88, 1.10], [-0.16, -0.58, 0.13], [-0.19, 0.63, 0.16], [0.72, 0.78, -0.34], [2.05, 2.74, 3.31], [0.21, -0.98, -2.41], [-0.28, -0.04, -0.20], [-0.02, -0.03, -0.12], [-0.88, 1.82, -1.09], [0.22, -0.36, 0.13], [1.30, -2.23, -0.54], [0.65, -1.71, -0.50], [0.28, -0.32, -0.04], [0.09, 2.30, 0.83], [0.32, -0.14, -0.23], [-0.56, -2.27, -0.16], [0.10, -0.68, -0.35], [-0.20, 0.19, 0.35], [-0.11, 0.30, 0.05], [2.11, -0.01, 0.60], [-0.88, 0.36, -0.83], [0.03, 0.46, -0.01], [0.09, 0.02, 0.00], [-0.11, 1.06, 0.32], [-0.24, 0.18, 0.33], [-0.64, 1.85, -0.04], [0.01, -0.05, 0.08], [0.43, -0.64, -0.53], [-0.73, 0.68, -0.17], [0.17, -0.34, 0.20], [0.04, 0.11, -0.03], [-0.28, 0.73, 0.45], [0.87, 0.43, 2.00], [0.03, 1.52, -1.20], [1.62, 1.36, 1.47], [0.19, 0.32, -0.30], [0.22, -0.34, -0.04], [-0.30, 0.26, -0.17], [0.46, -0.95, 0.38], [-0.47, 0.70, -1.19], [-0.43, 0.07, 0.29], [-0.24, -0.05, -0.04], [-0.36, -0.02, -0.24], [0.28, -2.46, 0.21], [1.03, 1.73, -6.10], [-1.61, -0.41, 1.79], [0.77, 0.43, -2.68], [-0.16, -0.38, 0.02], [0.06, -0.35, 0.23], [0.92, -3.22, -0.94], [-0.10, -0.17, -0.39], [0.91, -3.89, 0.08], [0.04, -0.28, 0.24], [0.40, 0.06, -0.01], [-0.03, 0.35, 0.23], [-0.52, 2.83, 0.94], [0.15, -1.18, 2.02], [-0.26, -0.12, -0.16], [-0.54, -0.59, -1.62], [-0.11, -0.07, -0.04], [0.35, 0.52, 0.53], [-1.05, 1.19, -1.95], [-0.34, -0.11, -0.25], [-0.51, -0.31, 0.81]]
}